1.
{"formula": "C16H10ClF5IrS", "method": "wB97M-V/def2-TZVPD", "energy_ev": -56532.3218, "multiplicity": 6, "e_homo_ev": [-7.36, -8.51], "species": ["H", "C", "C", "C", "Cl", "H", "S", "H", "C", "H", "F", "C", "F", "F", "H", "F", "H", "C", "Ir", "C", "C", "C", "C", "H", "H", "C", "C", "C", "F", "H", "C", "H", "C", "C"], "positions_angstrom": [[-1.919362, 2.073826, -2.164597], [2.188538, -0.009974, -0.824597], [1.814338, 1.213426, -1.422097], [-0.622562, -0.621074, 3.889803], [-0.002462, -2.081074, 0.447703], [-2.651962, -1.828674, -0.468597], [-0.466562, 1.728626, 0.551103], [0.908038, 1.654426, -3.390497], [-2.009162, 1.005226, -2.063797], [2.494938, -0.143474, 0.196903], [2.782838, 0.617226, 4.395403], [-2.425162, -1.055174, -1.178897], [-2.192462, -0.170274, 2.163203], [0.956738, -1.035674, 5.628303], [2.075838, -2.095574, -1.572897], [2.137338, 1.877026, 2.042303], [-1.102562, 0.230326, -3.936497], [1.236638, 1.050126, 2.631603], [-0.160262, -0.130874, -1.092997], [1.326838, 0.935026, -2.705997], [0.637938, -0.423474, 4.460103], [-0.025662, 0.851126, 2.052903], [-0.958562, 0.018626, 2.692103], [-2.898562, 0.777126, -0.045997], [-1.512662, -2.194274, -2.854597], [-2.555362, 0.319526, -0.955297], [-1.561162, 0.031726, -2.983897], [-1.793762, -1.246674, -2.426597], [-1.525862, -1.426474, 4.503103], [1.805238, 2.170326, -0.932997], [1.566038, 0.413426, 3.832003], [1.080138, -0.997174, -3.789597], [1.416338, -0.463374, -2.916097], [1.956338, -1.043874, -1.759997]], "forces_ev_per_angstrom": [[-0.1, 0.1, -0.1], [0.4, 0.1, 0.3], [0.6, 0.4, 0.2], [-0.6, -0.2, -0.1], [0.1, 0.0, -0.2], [-0.1, -0.1, 0.0], [0.0, 0.2, 1.3], [0.1, 0.0, -0.1], [-0.5, 0.3, -0.3], [0.2, 0.0, 0.1], [-0.9, -0.2, -0.3], [-0.4, -0.5, 0.1], [1.0, 0.1, 0.5], [-0.3, 0.5, -1.0], [0.1, -0.1, 0.0], [-0.6, -0.7, 0.5], [0.0, 0.0, -0.1], [-0.3, -0.2, 0.3], [0.2, -1.1, 1.6], [0.1, 0.4, -0.6], [0.1, -0.1, 0.3], [-0.1, 0.6, -0.6], [0.3, 0.0, 0.3], [-0.2, 0.0, -0.1], [0.0, 0.0, -0.1], [-0.9, 0.4, 0.1], [-0.2, 0.2, -0.6], [-0.4, -0.3, -0.3], [0.8, 0.6, -0.4], [0.2, 0.0, 0.0], [0.4, 0.2, 0.0], [0.1, 0.0, -0.1], [0.2, -0.2, -0.6], [0.4, -0.3, 0.0]], "lowdin_spin": [0.005, 0.141, 0.154, -0.002, 0.320, 0.006, 0.292, 0.006, 0.156, 0.006, -0.003, 0.167, 0.005, 0.008, 0.004, 0.007, 0.004, 0.025, 2.571, 0.187, 0.028, 0.029, 0.024, 0.006, 0.006, 0.188, 0.154, 0.177, -0.003, 0.005, -0.005, 0.006, 0.179, 0.149]}



2.
{"formula": "C16H10ClN2ORuS4", "method": "wB97M-V/def2-TZVPD", "energy_ev": -80221.7256, "multiplicity": 5, "e_homo_ev": [-11.19, -11.46], "charge": 1, "species": ["C", "H", "H", "S", "C", "H", "H", "S", "H", "C", "N", "C", "C", "H", "C", "C", "S", "C", "C", "Ru", "O", "H", "C", "C", "C", "H", "C", "Cl", "C", "C", "H", "H", "N", "S", "C"], "positions_angstrom": [[-1.534301, 1.127525, 0.894445], [2.660636, -3.857340, 0.532885], [-2.664207, 4.280523, 1.504779], [-2.492022, -1.053948, -3.222691], [-2.273950, 2.158954, 1.497199], [-2.681146, -1.528428, 2.445563], [0.308240, 2.977054, -1.285992], [-2.957253, -1.148244, -1.254297], [-1.053589, 4.772576, -0.292240], [-0.566870, 1.436877, -0.097266], [0.193190, 0.317545, -0.486942], [-2.560873, -0.478694, 2.208043], [-0.410371, 2.730973, -0.514987], [4.868381, -3.644879, -0.573256], [-3.173327, 1.804354, 2.529343], [4.137468, -2.851956, -0.651432], [-1.405439, -2.740849, -3.601994], [3.539483, -0.672653, -1.464495], [-3.300393, 0.495324, 2.897375], [-0.928871, -1.586073, -0.211907], [0.781577, -2.141664, 0.467147], [-3.750074, 2.579419, 3.018029], [2.273835, -0.788078, -0.873024], [2.910731, -2.973488, -0.037330], [1.952036, -1.961339, -0.149353], [1.895696, 1.337937, -1.051007], [1.419408, 0.376772, -0.850318], [5.991524, -1.555515, -2.133214], [-2.084697, 3.487463, 1.050893], [-1.187303, 3.758265, 0.056974], [3.800877, 0.233470, -1.995966], [-3.970710, 0.187875, 3.686208], [-1.713420, -0.184086, 1.244111], [-0.472618, -3.196123, -1.911220], [4.448352, -1.699548, -1.374063]], "forces_ev_per_angstrom": [[0.0, 0.1, 0.0], [0.0, 0.0, 0.0], [0.0, 0.0, 0.0], [0.0, 0.0, 0.0], [0.0, 0.0, 0.0], [0.0, 0.0, 0.0], [0.0, 0.0, 0.0], [0.0, 0.0, 0.0], [0.0, 0.0, 0.0], [0.0, 0.0, 0.1], [0.0, 0.1, -0.3], [0.0, 0.0, 0.0], [0.0, 0.0, 0.0], [0.0, 0.0, 0.0], [0.0, 0.0, 0.0], [0.0, 0.0, 0.0], [-0.1, 0.0, 0.0], [0.0, 0.0, 0.0], [0.0, 0.0, 0.0], [-0.2, 0.0, 0.1], [0.0, 0.0, 0.0], [0.0, 0.0, 0.0], [0.0, 0.0, 0.0], [0.0, 0.0, 0.0], [0.1, 0.0, 0.0], [0.0, 0.0, 0.1], [0.0, -0.1, 0.2], [0.0, 0.0, 0.0], [0.0, 0.0, 0.0], [0.0, 0.0, 0.0], [0.0, 0.0, 0.0], [0.0, 0.0, 0.0], [0.1, -0.1, 0.0], [0.1, 0.0, -0.1], [0.0, 0.0, 0.0]], "nbo_charge": [0.231, 0.236, 0.233, 0.107, -0.104, 0.222, 0.229, -0.183, 0.239, 0.085, -0.493, 0.111, -0.181, 0.245, -0.077, -0.176, 0.219, -0.160, -0.259, 0.955, -0.628, 0.239, -0.192, -0.197, 0.333, 0.193, 0.211, 0.046, -0.152, -0.185, 0.234, 0.249, -0.484, -0.083, -0.062]}



3.
{"formula": "C16H11CdCl5NO5", "method": "wB97M-V/def2-TZVPD", "relative_energy_kcal_mol": 814.7, "energy_ev": -95643.8299, "e_homo_ev": [-4.32, -4.32], "charge": -1, "species": ["C", "C", "H", "H", "O", "C", "C", "Cl", "Cl", "C", "H", "H", "C", "H", "O", "C", "C", "Cd", "H", "H", "C", "C", "H", "H", "H", "Cl", "C", "Cl", "Cl", "C", "C", "O", "O", "C", "N", "C", "O", "C", "H"], "positions_angstrom": [[-3.857905, -0.340432, -1.225096], [2.906013, 1.310930, -1.653310], [2.278324, 4.592582, -0.066218], [0.396741, 1.297939, -0.492212], [1.362000, -2.216055, -0.474803], [3.013675, 2.740733, -1.011098], [0.822538, 3.031376, -0.646091], [-6.248455, 0.857973, -0.456513], [-1.160186, -0.994674, -1.974983], [-1.214622, -2.457142, 1.609696], [1.340062, -0.523025, 1.981377], [-1.349343, -3.528070, 1.474149], [-1.121003, 1.855866, -1.086638], [0.811582, -3.760719, 3.057397], [0.432988, -0.704733, 1.685082], [2.060494, 3.618009, -0.466657], [0.902621, 1.373012, -2.094467], [0.719438, -0.319480, -0.430281], [4.053059, 3.052726, -0.977895], [-1.763705, -2.128801, 2.492230], [1.018005, -2.927478, 0.548470], [-3.676777, 1.866846, -0.644730], [-0.114178, 2.829636, -2.194867], [1.861838, -2.357123, 3.212589], [0.225619, -2.318609, 3.917396], [0.167113, 2.068696, -1.278733], [-2.394472, 1.410061, -0.970443], [-4.028602, 3.449458, -0.090532], [-4.537940, -1.880730, -1.551400], [3.788077, 0.314134, -0.881173], [-2.523585, -0.005605, -1.321949], [1.167130, -4.127648, 0.671976], [4.886183, -0.118042, -1.081213], [0.825049, -2.673924, 3.078455], [1.938429, 0.801546, -2.492548], [0.272398, -2.165674, 1.758688], [2.924665, 0.209797, 0.122531], [-4.567063, 0.807724, -0.780859], [-1.616193, -1.941061, 0.734687]], "forces_ev_per_angstrom": [[0.3, -0.2, 0.0], [0.4, 0.5, -0.3], [0.0, 0.0, 0.1], [1.7, -5.8, 9.6], [0.1, -2.0, 0.6], [0.1, 0.6, 0.2], [7.1, 13.6, 8.9], [-0.1, 0.0, 0.0], [-2.3, 0.3, 0.0], [0.2, 0.2, 0.0], [-0.1, 0.1, 0.0], [0.0, 0.0, 0.0], [-16.4, -0.7, 2.8], [0.0, 0.0, 0.0], [0.1, -0.8, 1.1], [2.2, -3.3, -1.6], [7.7, -8.0, -15.2], [1.1, -2.1, 0.5], [0.1, -0.1, -0.2], [0.0, 0.1, 0.0], [0.0, 0.5, 0.0], [-0.1, -0.3, 0.1], [-1.8, 3.4, -4.7], [0.0, 0.0, 0.0], [0.0, 0.1, 0.0], [-6.4, 7.8, -1.1], [0.0, -2.9, -0.8], [-0.1, 0.1, 0.0], [-0.1, -0.1, 0.0], [-1.7, 0.9, 0.7], [-0.3, 0.5, -0.1], [-0.1, 0.0, 0.1], [0.1, -0.2, 0.1], [0.0, 0.1, -0.1], [6.6, -1.3, 0.5], [0.2, -0.7, -0.4], [1.4, -0.4, -0.7], [0.3, 0.1, -0.1], [-0.1, 0.0, 0.0]], "nbo_charge": [-0.154, 0.216, 0.230, -0.219, -0.880, -0.292, -0.609, 0.011, -0.029, -0.629, 0.506, 0.238, -0.475, 0.253, -0.799, -0.192, -0.443, 1.697, 0.213, 0.209, 0.759, -0.087, 0.008, 0.209, 0.203, 1.649, -0.250, 0.009, 0.009, 0.755, -0.078, -0.662, -0.597, -0.636, -0.508, 0.135, -0.832, -0.160, 0.222]}



4.
{"formula": "C16H11ClN4O4RuSe", "method": "wB97M-V/def2-TZVPD", "energy_ev": -111346.8827, "multiplicity": 5, "e_homo_ev": [-16.10, -16.09], "charge": 2, "species": ["Ru", "O", "C", "H", "C", "C", "H", "C", "H", "C", "N", "Se", "C", "C", "Cl", "C", "C", "C", "H", "H", "H", "C", "C", "O", "H", "H", "H", "C", "N", "C", "O", "O", "H", "H", "N", "C", "N", "C"], "positions_angstrom": [[-0.649766, 0.798194, -0.223765], [-1.779711, 1.032595, -2.707426], [-3.994671, -1.912160, -0.818645], [2.362670, 4.805005, 1.110432], [3.461554, 2.950053, 1.067823], [2.327454, 3.735389, 0.962395], [-5.059352, -1.824690, -0.980410], [-1.976790, -3.198527, -0.648890], [3.843863, -1.243116, 0.722354], [1.901018, -0.409920, 0.326504], [1.033046, 1.811304, 0.452298], [-1.990450, 1.573661, 2.084905], [-1.012181, 0.240434, 2.822083], [-3.353187, -3.137493, -0.852118], [-1.486044, 2.378694, -2.297201], [0.169169, -1.957835, -0.162366], [3.368493, 1.576748, 0.856668], [-1.284399, -2.030271, -0.417111], [-3.911418, -4.045179, -1.037879], [0.211073, 3.697088, 0.518021], [3.079688, -3.558837, 0.357004], [2.377401, -2.741669, 0.258939], [1.047360, -3.016389, -0.040439], [-2.132380, 3.374837, -3.019653], [0.717439, -4.037476, -0.160366], [4.248248, 0.954383, 0.931225], [-3.686130, 0.215428, -0.578190], [1.123471, 3.129129, 0.648045], [0.626591, -0.699136, -0.005624], [2.141477, 1.031024, 0.548850], [-1.934111, 2.403482, -0.822466], [-0.055397, 2.529509, -2.192768], [4.417153, 3.395660, 1.309036], [-1.464446, -4.149118, -0.675900], [-1.925391, -0.832287, -0.382231], [-3.244576, -0.773034, -0.582320], [-0.331633, -0.628633, 3.170604], [2.814865, -1.436849, 0.458582]], "forces_ev_per_angstrom": [[-0.3, 0.4, 0.0], [-0.1, -0.1, -0.1], [0.0, 0.0, 0.0], [0.0, 0.0, 0.0], [0.0, 0.0, 0.0], [0.0, 0.0, 0.0], [0.0, 0.0, 0.0], [0.0, 0.0, 0.0], [0.0, 0.0, 0.0], [0.0, -0.1, 0.0], [0.1, -0.1, -0.1], [-0.1, 0.0, 0.2], [0.0, 0.0, 0.0], [0.0, 0.0, 0.0], [0.1, -0.1, 0.2], [0.1, 0.0, 0.0], [0.0, 0.0, 0.0], [-0.1, -0.1, 0.0], [0.0, 0.0, 0.0], [0.0, 0.0, 0.0], [0.0, 0.0, 0.0], [0.0, 0.0, 0.0], [0.0, 0.0, 0.0], [-0.1, 0.2, 0.0], [0.0, 0.0, 0.0], [0.0, 0.0, 0.0], [0.0, 0.0, 0.0], [0.0, 0.0, 0.0], [0.0, 0.0, 0.0], [0.1, 0.0, 0.1], [0.1, -0.1, 0.0], [0.1, 0.0, -0.1], [0.0, 0.0, 0.0], [0.0, 0.0, 0.0], [0.1, -0.1, -0.1], [0.0, 0.0, 0.0], [0.0, 0.0, 0.0], [0.0, 0.0, 0.0]], "nbo_charge": [1.249, -0.791, -0.207, 0.269, -0.083, -0.207, 0.270, -0.179, 0.260, 0.219, -0.465, 0.577, -0.107, -0.083, 2.516, 0.297, -0.179, 0.136, 0.264, 0.241, 0.265, -0.066, -0.206, -0.674, 0.259, 0.253, 0.242, 0.106, -0.469, 0.163, -0.853, -0.794, 0.264, 0.253, -0.463, 0.106, -0.194, -0.188]}